1.
DFT (wB97M-V/def2-TZVPD) results for a cluster of 2 separate species, C10H12N6O4 in total in a non-equilibrium geometry.

Cartesian coordinates (Å):
N  -2.2388  -5.9857  1.6002
C  -1.7530  -4.9233  1.5836
C  -1.1498  -3.6196  1.5955
C  0.2221  -3.3256  1.5724
C  0.6672  -1.9657  1.5890
N  2.0690  -1.6888  1.5434
O  2.8672  -2.6616  1.5039
O  2.4502  -0.4871  1.5549
C  -0.2417  -0.8918  1.6467
C  -1.5878  -1.2139  1.6832
C  -2.0803  -2.5361  1.6562
N  -3.4341  -2.6298  1.6168
O  -3.8508  -1.3057  1.5592
N  -2.7013  -0.3922  1.6089
O  -2.8526  0.8118  1.5594
H  0.9529  -4.1409  1.5560
H  0.0891  0.1365  1.6974
C  -0.3035  3.2740  -3.2093
N  -0.0739  2.2697  -2.1810
N  1.2479  2.4850  -1.6530
C  1.1637  2.7521  -0.2343
C  2.0654  1.3527  -2.0249
H  -1.2830  3.0667  -3.6428
H  -0.2768  4.2833  -2.7709
H  0.4919  3.2123  -3.9610
H  -0.7480  2.4070  -1.4178
H  2.1818  2.9546  0.1110
H  0.5313  3.6457  -0.1185
H  0.7346  1.9066  0.3380
H  3.0913  1.5586  -1.7082
H  1.7397  0.4138  -1.5397
H  2.0104  1.2372  -3.1144

Its total charge is 0. Its orbital gap is 5.7 eV. The relative energy (zero: lowest compared OMol25 entry of this formula, charge and spin) comes out at 0.0 kcal per mole. Its lowest unoccupied orbital energy is -2.702 eV. For the highest occupied orbital energy, the calculation gives -8.4 eV. The structure (SMILES) is N#Cc1cc([N+](=O)[O-])cc2c1no[n+]2[O-].CNN(C)C. The energy comes out at -27685.226 eV.

Charges obtained by Löwdin population analysis, quoted in units of e: atom 1 (N): 0.183, atom 2 (C): -0.156, atom 3 (C): -0.133, atom 4 (C): 0.097, atom 5 (C): -0.117, atom 6 (N): -0.305, atom 7 (O): 0.069, atom 8 (O): 0.054, atom 9 (C): 0.128, atom 10 (C): -0.102, atom 11 (C): -0.188, atom 12 (N): 0.158, atom 13 (O): 0.050, atom 14 (N): -0.129, atom 15 (O): 0.103, atom 16 (H): 0.141, atom 17 (H): 0.122, atom 18 (C): -0.125, atom 19 (N): -0.126, atom 20 (N): -0.320, atom 21 (C): -0.096, atom 22 (C): -0.104, atom 23 (H): 0.073, atom 24 (H): 0.073, atom 25 (H): 0.076, atom 26 (H): 0.096, atom 27 (H): 0.089, atom 28 (H): 0.089, atom 29 (H): 0.063, atom 30 (H): 0.082, atom 31 (H): 0.073, atom 32 (H): 0.081

2.
DFT (wB97M-V/def2-TZVPD) results for a structure of composition C39H40ClCrN4OP2 in a non-equilibrium geometry.

Cartesian coordinates (Å):
Cr  -0.4714  0.4039  0.2810
Cl  6.5707  1.9204  -0.7006
C  4.9890  1.3177  -0.3814
C  4.8236  0.0057  0.0827
C  3.5675  -0.4967  0.3399
C  2.4380  0.2895  0.1349
O  1.2268  -0.2415  0.3567
C  2.6009  1.6079  -0.3027
C  1.4956  2.4944  -0.4355
N  0.2658  2.2163  -0.1274
C  -0.7269  3.2497  -0.2004
C  -0.5008  4.5946  -0.1668
C  -1.5773  5.5015  -0.2843
C  -2.8562  5.0510  -0.4316
C  -3.1191  3.6580  -0.4165
C  -4.4134  3.1048  -0.5259
C  -4.5824  1.7494  -0.4490
C  -3.4687  0.9332  -0.2360
N  -2.2324  1.4019  -0.1483
C  -2.0472  2.7680  -0.2645
C  3.8925  2.1086  -0.5699
H  5.6985  -0.6148  0.2340
H  3.4365  -1.5146  0.6893
H  1.7177  3.4911  -0.8070
H  0.4998  4.9876  -0.0351
H  -1.3737  6.5644  -0.2658
H  -3.6825  5.7419  -0.5502
H  -5.2638  3.7623  -0.6711
H  -5.5603  1.2947  -0.5270
H  -3.6016  -0.1339  -0.1215
H  4.0116  3.1285  -0.9173
N  -1.9486  -0.9230  2.6278
P  -0.8354  0.3693  2.5814
C  -1.7638  1.8464  3.0413
C  -1.0367  3.0310  3.1756
C  -1.7027  4.2317  3.3659
C  -3.0922  4.2539  3.4215
C  -3.8168  3.0767  3.2963
C  -3.1552  1.8711  3.0961
C  0.3192  0.0664  3.9057
C  1.6719  -0.1384  3.6477
C  2.5324  -0.4200  4.6994
C  2.0382  -0.5040  5.9925
C  0.6863  -0.2894  6.2502
C  -0.1767  0.0063  5.2103
C  -2.1378  -1.7000  1.5050
C  -2.9663  -2.8217  1.5148
C  -3.1823  -3.4938  0.3344
C  -2.5492  -3.0789  -0.8405
C  -1.6989  -2.0160  -0.7601
N  -1.5087  -1.3041  0.3838
H  -2.2237  -1.3348  3.5081
H  0.0490  3.0122  3.1389
H  -1.1406  5.1497  3.4842
H  -3.6105  5.1922  3.5742
H  -4.8981  3.0942  3.3642
H  -3.7207  0.9529  2.9844
H  2.0489  -0.0800  2.6342
H  3.5868  -0.5749  4.5095
H  2.7092  -0.7322  6.8106
H  0.3113  -0.3406  7.2640
H  -1.2224  0.2129  5.4194
H  -3.4461  -3.1305  2.4351
H  -3.8485  -4.3490  0.3199
H  -2.7056  -3.5863  -1.7818
H  -1.1432  -1.6680  -1.6212
C  3.0090  -4.6739  2.2184
C  1.8591  -3.6857  2.0123
P  0.9928  -3.6761  0.3753
C  0.2527  -5.3700  0.4049
C  -0.1666  -5.8767  -0.9774
C  2.3782  -3.9091  -0.8298
C  2.0253  -3.3378  -2.2057
H  3.4930  -4.5057  3.1829
H  3.7741  -4.5779  1.4473
H  2.6592  -5.7061  2.2127
H  2.2024  -2.6623  2.1923
H  1.0745  -3.8706  2.7544
H  -0.6135  -5.3223  1.0703
H  0.9592  -6.0732  0.8508
H  -0.8094  -5.1607  -1.4977
H  -0.7181  -6.8140  -0.8933
H  0.6979  -6.0667  -1.6132
H  2.6299  -4.9682  -0.9027
H  3.2611  -3.3999  -0.4374
H  1.0970  -3.7646  -2.5923
H  2.8107  -3.5473  -2.9338
H  1.9001  -2.2523  -2.1526

Its total charge is +2. Its orbital gap (alpha / beta) is 5.8 / 6.2 eV. The relative energy (zero: lowest compared OMol25 entry of this formula, charge and spin) comes out at 42.4 kcal per mole. The spin multiplicity is 2. Its lowest unoccupied orbital energy (alpha / beta) is -6.746 / -6.361 eV. For the highest occupied orbital energy (alpha / beta), the calculation gives -12.6 / -12.6 eV. The energy comes out at -108610.919 eV.

Charges obtained by Löwdin population analysis, quoted in units of e: atom 1 (Cr): 0.730, atom 2 (Cl): 0.739, atom 3 (C): -0.652, atom 4 (C): -0.038, atom 5 (C): 0.011, atom 6 (C): -0.299, atom 7 (O): -0.210, atom 8 (C): -0.121, atom 9 (C): -0.009, atom 10 (N): 0.013, atom 11 (C): -0.188, atom 12 (C): 0.017, atom 13 (C): -0.026, atom 14 (C): 0.008, atom 15 (C): -0.130, atom 16 (C): 0.047, atom 17 (C): -0.004, atom 18 (C): -0.074, atom 19 (N): 0.026, atom 20 (C): -0.143, atom 21 (C): -0.030, atom 22 (H): 0.125, atom 23 (H): 0.103, atom 24 (H): 0.141, atom 25 (H): 0.125, atom 26 (H): 0.125, atom 27 (H): 0.132, atom 28 (H): 0.140, atom 29 (H): 0.126, atom 30 (H): 0.116, atom 31 (H): 0.128, atom 32 (N): -0.050, atom 33 (P): 1.055, atom 34 (C): -0.351, atom 35 (C): -0.087, atom 36 (C): -0.057, atom 37 (C): -0.053, atom 38 (C): -0.059, atom 39 (C): -0.088, atom 40 (C): -0.334, atom 41 (C): -0.074, atom 42 (C): -0.048, atom 43 (C): -0.040, atom 44 (C): -0.047, atom 45 (C): -0.076, atom 46 (C): -0.363, atom 47 (C): 0.016, atom 48 (C): -0.014, atom 49 (C): -0.055, atom 50 (C): -0.137, atom 51 (N): -0.068, atom 52 (H): 0.130, atom 53 (H): 0.119, atom 54 (H): 0.118, atom 55 (H): 0.118, atom 56 (H): 0.117, atom 57 (H): 0.104, atom 58 (H): 0.080, atom 59 (H): 0.118, atom 60 (H): 0.120, atom 61 (H): 0.119, atom 62 (H): 0.116, atom 63 (H): 0.129, atom 64 (H): 0.132, atom 65 (H): 0.123, atom 66 (H): 0.128, atom 67 (C): -0.137, atom 68 (C): -0.427, atom 69 (P): 0.969, atom 70 (C): -0.412, atom 71 (C): -0.149, atom 72 (C): -0.416, atom 73 (C): -0.157, atom 74 (H): 0.074, atom 75 (H): 0.062, atom 76 (H): 0.066, atom 77 (H): 0.032, atom 78 (H): 0.074, atom 79 (H): 0.065, atom 80 (H): 0.072, atom 81 (H): 0.043, atom 82 (H): 0.078, atom 83 (H): 0.067, atom 84 (H): 0.083, atom 85 (H): 0.054, atom 86 (H): 0.056, atom 87 (H): 0.077, atom 88 (H): 0.054